Formula: C3H5NO2
Source: the OMol25 dataset
Level of theory: ωB97M-V/def2-TZVPD

```
11
Properties=species:S:1:pos:R:3:lowdin_charge:R:1
O -1.51504 -0.82806 1.70120 0.03
C -0.42670 -0.41693 0.99425 -0.17
C 1.08956 -0.28608 -0.98554 -0.07
N 1.28347 0.87744 -0.39418 0.02
C -0.51957 0.63954 0.12985 -0.37
O -1.28664 1.29226 -0.52093 0.07
H -2.31071 -0.61960 1.19104 0.11
H 0.51553 -0.72158 1.42100 0.12
H 1.52350 -1.18212 -0.54991 0.08
H 0.62912 -0.39663 -1.97101 0.10
H 1.01747 1.64175 -1.01576 0.09
```

Calculated values
Energy above the lowest of the compared OMol25 structures with the same formula, charge and spin = 4.083 eV
Charge = 0
Frontier orbital gap (spin up / spin down) = 8.4 / 8.4 eV